Record 1
{"formula": "C26H44CdClN5Si", "method": "wB97M-V/def2-TZVPD", "lumo_energy_ev": 0.40, "e_above_lowest_kj_mol": 0.00, "total_energy_ha": -2208.32782, "gap_ev": 6.7, "molar_mass_da": 602.62, "fmax_ev_per_a": 2.12, "elements": ["Cd", "C", "C", "N", "C", "C", "N", "C", "C", "C", "N", "C", "C", "N", "C", "H", "H", "H", "H", "H", "H", "H", "H", "H", "H", "H", "H", "H", "H", "H", "H", "H", "H", "H", "H", "H", "H", "H", "H", "C", "Si", "C", "C", "N", "C", "C", "C", "C", "C", "C", "H", "H", "H", "H", "H", "H", "H", "H", "H", "H", "H", "H", "H", "H", "Cl", "C", "C", "C", "C", "C", "C", "C", "H", "H", "H", "H", "H", "H"], "xyz": [[-0.291, 0.027, 0.115], [-1.964, 1.609, 3.386], [-2.735, 1.864, 2.087], [-1.932, 1.933, 0.833], [-1.114, 3.173, 0.741], [-0.606, 3.398, -0.702], [0.189, 2.259, -1.256], [1.633, 2.601, -1.472], [2.375, 2.799, -0.157], [3.163, 1.575, 0.304], [2.297, 0.489, 0.885], [2.343, 0.403, 2.383], [1.020, 0.822, 3.054], [-0.145, -0.015, 2.633], [-1.312, 0.248, 3.539], [-2.705, 1.681, 4.170], [-1.254, 2.414, 3.564], [-3.285, 2.830, 2.212], [-3.488, 1.087, 1.919], [-2.621, 1.985, 0.066], [-0.274, 3.058, 1.444], [-1.718, 4.028, 1.071], [-0.021, 4.335, -0.749], [-1.483, 3.546, -1.339], [-0.211, 1.993, -2.148], [1.680, 3.497, -2.145], [2.050, 1.784, -2.107], [1.620, 3.018, 0.587], [3.051, 3.666, -0.237], [3.876, 1.879, 1.094], [3.746, 1.208, -0.545], [2.710, -0.384, 0.551], [3.157, 1.058, 2.766], [2.584, -0.634, 2.651], [0.760, 1.842, 2.800], [1.120, 0.805, 4.160], [0.108, -0.980, 2.837], [-0.982, 0.154, 4.606], [-2.035, -0.558, 3.378], [-0.406, -4.885, -0.428], [-0.389, -3.460, 0.829], [0.408, -4.160, 2.403], [-2.147, -2.870, 1.206], [0.519, -2.102, 0.120], [1.657, -2.332, -0.633], [2.682, -3.261, -0.254], [3.935, -3.290, -0.856], [4.248, -2.329, -1.806], [3.273, -1.456, -2.275], [1.977, -1.489, -1.760], [-0.884, -5.746, 0.047], [0.584, -5.220, -0.728], [-0.969, -4.679, -1.337], [-0.198, -5.013, 2.733], [0.401, -3.444, 3.224], [1.413, -4.554, 2.273], [-2.643, -3.625, 1.812], [-2.767, -2.787, 0.316], [-2.241, -1.915, 1.729], [2.466, -3.953, 0.577], [4.693, -4.036, -0.603], [5.242, -2.255, -2.195], [3.552, -0.745, -3.034], [1.240, -0.815, -2.179], [-3.150, 3.118, -6.112], [-2.730, 2.156, -4.727], [-1.718, 1.184, -4.792], [-1.534, 0.321, -3.725], [-2.313, 0.432, -2.526], [-2.064, -0.435, -1.369], [-3.307, 1.460, -2.486], [-3.489, 2.327, -3.567], [-1.121, 1.082, -5.700], [-0.783, -0.463, -3.842], [-1.667, -1.425, -1.548], [-2.847, -0.436, -0.612], [-3.949, 1.514, -1.602], [-4.282, 3.088, -3.553]]}

***

Record 2
{"formula": "C26H44DyNO3P", "method": "wB97M-V/def2-TZVPD", "lumo_energy_ev": [-11.54, -10.27], "s_squared": 9.77, "total_charge": 3, "total_energy_ha": -2522.87045, "gap_ev": [3.8, 5.0], "molar_mass_da": 612.12, "multiplicity": 6, "fmax_ev_per_a": 2.93, "elements": ["C", "C", "C", "C", "C", "C", "C", "C", "C", "C", "C", "C", "C", "C", "C", "C", "C", "C", "C", "C", "C", "C", "C", "C", "C", "P", "O", "O", "C", "O", "N", "H", "H", "H", "H", "H", "H", "H", "H", "H", "H", "H", "H", "H", "H", "H", "H", "H", "H", "H", "H", "H", "H", "H", "H", "H", "H", "H", "H", "H", "H", "H", "H", "H", "H", "H", "H", "H", "H", "H", "H", "H", "H", "H", "H", "Dy"], "xyz": [[3.872, 1.376, 3.159], [3.304, 0.016, 2.639], [2.690, -0.756, 3.845], [1.142, -0.756, 3.915], [0.424, -1.210, 2.621], [0.074, -2.712, 2.563], [1.299, -3.625, 2.513], [2.222, -3.465, 1.231], [1.455, -3.198, -0.093], [1.822, -1.792, -0.667], [2.436, -1.846, -2.080], [3.051, -0.450, -2.428], [1.987, 0.635, -2.724], [2.086, 1.924, -1.849], [0.755, 2.419, -1.288], [-0.291, 2.970, -2.325], [-1.690, 2.444, -1.764], [-2.616, 2.562, -3.014], [-4.124, 2.277, -2.792], [-4.446, 1.069, -1.933], [-4.362, 1.073, -0.572], [-4.623, -0.035, 0.216], [-4.999, -1.199, -0.399], [-5.125, -1.228, -1.762], [-4.847, -0.108, -2.522], [-1.995, 3.715, -0.424], [-3.342, 4.509, -0.675], [-1.932, 3.063, 1.036], [-1.167, 1.051, -1.283], [-1.592, -0.041, -1.500], [0.029, 1.346, -0.554], [4.330, 1.912, 2.327], [3.025, 1.912, 3.602], [4.576, 1.148, 3.963], [2.580, 0.274, 1.858], [4.117, -0.599, 2.233], [3.107, -1.774, 3.916], [3.039, -0.243, 4.750], [0.762, 0.229, 4.200], [0.861, -1.481, 4.695], [0.951, -0.949, 1.695], [-0.537, -0.679, 2.578], [-0.644, -2.871, 1.752], [-0.468, -2.960, 3.489], [1.943, -3.341, 3.408], [0.998, -4.703, 2.649], [2.787, -4.451, 1.079], [2.997, -2.717, 1.425], [1.788, -3.934, -0.836], [0.372, -3.305, -0.010], [0.903, -1.198, -0.727], [2.520, -1.226, -0.032], [3.192, -2.636, -2.172], [1.652, -2.025, -2.830], [3.691, -0.199, -1.569], [3.717, -0.627, -3.278], [0.990, 0.186, -2.632], [2.116, 0.934, -3.768], [2.840, 1.777, -1.068], [2.468, 2.725, -2.499], [0.877, 3.188, -0.501], [-0.253, 4.051, -2.469], [-0.003, 2.431, -3.237], [-2.222, 1.901, -3.792], [-2.549, 3.602, -3.359], [-4.542, 2.070, -3.786], [-4.677, 3.149, -2.426], [-4.078, 2.015, -0.084], [-4.507, 0.077, 1.292], [-5.206, -2.067, 0.220], [-5.416, -2.159, -2.237], [-4.952, -0.187, -3.602], [-4.067, 4.134, -0.135], [-2.807, 3.129, 1.464], [-0.043, 1.462, 0.445], [2.280, -6.003, 2.920]]}

***

Record 3
{"formula": "C26H44GdN3O4PS", "method": "wB97M-V/def2-TZVPD", "lumo_energy_ev": [-3.03, -4.54], "e_above_lowest_kj_mol": 80.67, "s_squared": 16.11, "total_charge": 1, "total_energy_ha": -2987.52645, "gap_ev": [6.7, 4.7], "molar_mass_da": 682.95, "multiplicity": 8, "fmax_ev_per_a": 2.58, "elements": ["Gd", "C", "C", "C", "C", "C", "C", "C", "C", "C", "C", "H", "H", "H", "H", "H", "H", "H", "H", "H", "H", "H", "H", "H", "H", "H", "C", "C", "C", "C", "O", "P", "O", "O", "O", "C", "C", "C", "C", "H", "H", "H", "H", "H", "H", "H", "H", "H", "H", "H", "H", "H", "H", "H", "H", "H", "H", "C", "N", "C", "C", "N", "H", "H", "H", "H", "H", "H", "S", "C", "N", "C", "C", "C", "C", "H", "H", "H", "H", "H"], "xyz": [[0.184, -0.616, 0.671], [3.021, -0.228, 1.483], [2.531, -1.247, 2.389], [1.620, -0.582, 3.280], [1.499, 0.798, 2.942], [2.382, 1.038, 1.841], [2.841, 2.378, 1.363], [1.063, 1.838, 3.922], [1.033, -1.225, 4.512], [3.270, -2.528, 2.669], [4.277, -0.349, 0.665], [3.932, 2.440, 1.432], [2.440, 3.201, 1.975], [2.571, 2.623, 0.348], [1.875, 2.059, 4.614], [0.201, 1.544, 4.518], [0.768, 2.785, 3.420], [0.815, -0.488, 5.259], [1.723, -1.973, 4.917], [0.109, -1.765, 4.306], [4.067, -2.336, 3.450], [3.752, -2.919, 1.753], [2.584, -3.294, 3.089], [4.936, 0.491, 0.857], [4.094, -0.365, -0.397], [4.842, -1.244, 0.946], [-2.765, 2.337, -3.891], [-1.430, 1.688, -3.673], [-0.310, 2.705, -3.597], [-1.014, 0.586, -4.658], [-1.505, 0.908, -2.418], [-1.318, 1.232, -0.880], [0.105, 1.428, -0.426], [-1.812, -0.023, -0.147], [-2.280, 2.485, -0.652], [-2.595, 3.427, 0.468], [-3.894, 4.090, -0.006], [-2.787, 2.581, 1.718], [-1.368, 4.272, 0.633], [-2.761, 2.888, -4.844], [-2.999, 3.071, -3.102], [-3.533, 1.567, -3.874], [-0.145, 3.149, -4.579], [0.640, 2.276, -3.246], [-0.568, 3.502, -2.874], [-0.844, 1.031, -5.630], [-1.763, -0.195, -4.750], [-0.068, 0.151, -4.323], [-4.695, 3.373, -0.168], [-3.700, 4.655, -0.892], [-4.184, 4.787, 0.765], [-3.521, 1.767, 1.595], [-3.205, 3.232, 2.480], [-1.845, 2.139, 2.101], [-1.237, 4.990, -0.166], [-0.468, 3.678, 0.728], [-1.506, 4.853, 1.532], [-3.988, -2.957, 0.351], [-3.038, -3.412, 1.402], [-3.096, -4.798, 1.852], [-2.071, -2.642, 1.840], [-1.163, -1.961, 2.135], [-3.941, -3.597, -0.541], [-3.796, -1.929, 0.066], [-5.021, -3.039, 0.699], [-3.118, -5.504, 1.004], [-3.972, -4.971, 2.466], [-2.221, -5.052, 2.483], [0.066, -2.635, -1.304], [1.552, -2.972, -2.108], [2.699, -3.291, -1.448], [3.889, -3.474, -2.058], [3.963, -3.399, -3.427], [2.798, -3.222, -4.198], [1.593, -3.044, -3.540], [2.685, -3.303, -0.427], [4.743, -3.694, -1.388], [4.916, -3.580, -3.937], [2.806, -3.258, -5.272], [0.661, -2.928, -4.102]]}